## 1
The following is a DFT calculation (ωB97M-V/def2-TZVPD) of a 6-piece molecular cluster, CH12O6 overall.

```
19
CH12O6 | the Open Molecules 2025 dataset | ωB97M-V/def2-TZVPD
C -2.26 -0.10 -1.12
O -1.91 -1.29 -1.31
H -3.20 0.29 -1.49
H -1.46 0.65 -0.80
O 1.13 1.03 -1.70
H 1.22 1.33 -0.80
H 1.40 1.78 -2.25
O 1.03 -1.13 1.88
H 0.54 -1.96 2.05
H 1.33 -1.31 0.92
O -1.24 0.58 1.52
H -0.73 0.19 2.22
H -1.32 1.48 1.79
O 1.35 -1.63 -0.81
H 1.49 -0.76 -1.24
H 0.45 -1.80 -1.14
O 1.03 2.07 0.99
H 0.87 1.27 1.42
H 1.78 2.44 1.48
```

Computed properties:
Orbital gap ... 0.3808 hartree
SMILES ... C=O.O.O.O.O.O
E_HOMO ... -0.36547 Ha
Total charge ... 0
LUMO ... 0.417 eV

=====

## 2
The following is a DFT calculation (ωB97M-V/def2-TZVPD) of a 6-piece molecular cluster, CH12O6 overall.

```
19
CH12O6 | the Open Molecules 2025 dataset | ωB97M-V/def2-TZVPD
C -1.83 1.07 0.12
O -1.59 0.48 1.15
H -2.39 2.01 0.21
H -1.68 0.48 -0.79
O -0.68 -1.45 -1.58
H -0.65 -2.41 -1.49
H -1.15 -1.20 -2.37
O 5.64 -0.64 -0.40
H 5.52 -0.22 -1.26
H 6.13 0.00 0.14
O 1.18 -0.36 1.18
H 1.56 -1.23 1.10
H 0.24 -0.35 1.43
O 1.77 2.40 -0.41
H 1.86 1.63 0.17
H 2.55 2.95 -0.28
O -5.24 -1.36 0.98
H -5.74 -1.12 1.77
H -5.49 -0.68 0.34
```

Computed properties:
Orbital gap ... 0.3874 hartree
SMILES ... C=O.O.O.O.O.O
E_HOMO ... -0.36669 Ha
Total charge ... 0
LUMO ... 0.563 eV

=====

1 ends up most stable, edging out the next structure by 0.670 eV.

=====

## 1
The following is a DFT calculation (ωB97M-V/def2-TZVPD) of an isolated molecule of C4H8NOP.

```
15
C4H8NOP | the Open Molecules 2025 dataset | ωB97M-V/def2-TZVPD
C -0.92 1.07 1.03
C -0.51 0.36 -0.27
C -0.12 -1.05 0.14
C -1.00 -2.13 0.52
O -2.05 -2.54 0.09
N 1.21 -1.51 0.42
P 2.49 -0.66 -0.40
H -1.70 1.75 0.76
H -1.35 0.36 1.59
H -0.01 1.55 1.55
H 0.37 0.76 -0.82
H -1.41 0.31 -0.78
H -0.51 -2.56 1.44
H 1.95 -0.66 -1.71
H 2.99 -1.90 -0.56
```

Computed properties:
Orbital gap (spin up / spin down) ... 0.3159 / 0.3159 hartree
SMILES ... CC/C(C=O)=N\P
E_HOMO (spin up / spin down) ... -0.33696 / -0.33693 Ha
Total charge ... 0
LUMO (spin up / spin down) ... -0.572 / -0.572 eV

=====

## 2
The following is a DFT calculation (ωB97M-V/def2-TZVPD) of a 2-piece molecular cluster, C4H8NOP overall.

```
15
C4H8NOP | the Open Molecules 2025 dataset | ωB97M-V/def2-TZVPD
C -0.57 0.86 0.67
C -0.55 1.22 -1.69
C -0.98 2.45 -0.94
C 1.12 -2.90 2.41
N -0.23 0.34 -0.51
O -1.24 1.95 0.45
P 0.96 -3.23 0.81
H -1.30 0.68 -2.26
H 0.36 1.37 -2.38
H -0.31 3.22 -0.95
H -2.10 2.81 -1.26
H 0.22 -0.55 -0.74
H 0.31 -2.93 3.16
H 2.02 -2.41 2.64
H 2.30 -2.88 0.59
```

Computed properties:
Orbital gap ... 0.3215 hartree
E_HOMO ... -0.31427 Ha
Total charge ... 0
LUMO ... 0.198 eV

=====

1 ends up most stable, edging out the next structure by 1.032 eV.

=====

## 1
The following is a DFT calculation (ωB97M-V/def2-TZVPD) of an isolated molecule of C15H23N3O4.

```
45
C15H23N3O4 | the Open Molecules 2025 dataset | ωB97M-V/def2-TZVPD
N -4.79 -2.74 -0.98
C -4.51 -1.37 -1.09
C -3.02 -0.95 -0.73
C -2.90 -0.71 0.79
C -1.50 -0.33 1.26
C -1.23 1.19 1.44
N -2.21 1.85 2.27
C -1.26 1.93 0.06
O -2.37 2.02 -0.45
N -0.11 2.35 -0.52
C 1.19 1.79 -0.14
C 1.39 0.64 -1.20
C 2.38 -0.36 -0.76
C 2.01 -1.54 -0.05
C 2.98 -2.41 0.48
C 4.33 -2.17 0.25
O 5.26 -2.99 0.73
C 4.71 -0.96 -0.28
C 3.75 -0.10 -0.82
C 2.35 2.77 -0.17
O 3.36 2.79 0.56
O 2.19 3.67 -1.13
H -4.91 -3.02 -0.03
H -4.03 -3.36 -1.35
H -5.23 -0.78 -0.52
H -4.73 -1.11 -2.10
H -2.41 -1.82 -0.99
H -2.66 -0.04 -1.31
H -3.25 -1.55 1.28
H -3.62 0.05 1.22
H -1.31 -0.83 2.24
H -0.70 -0.80 0.68
H -0.25 1.33 1.91
H -2.84 2.20 1.55
H -1.85 2.74 2.67
H -0.23 3.05 -1.26
H 1.18 1.35 0.84
H 0.46 0.20 -1.39
H 1.73 1.16 -2.09
H 0.99 -1.84 0.11
H 2.71 -3.34 1.03
H 6.08 -2.45 0.61
H 5.77 -0.67 -0.31
H 4.07 0.86 -1.25
H 3.00 4.30 -1.08
```

Computed properties:
Orbital gap ... 0.3306 hartree
SMILES ... NCCCC[C@H](N)C(=O)N[C@@H](Cc1ccc(O)cc1)C(=O)O
E_HOMO ... -0.31864 Ha
Total charge ... 0
LUMO ... 0.326 eV

=====

## 2
The following is a DFT calculation (ωB97M-V/def2-TZVPD) of an isolated molecule of C15H23N3O4.

```
45
C15H23N3O4 | the Open Molecules 2025 dataset | ωB97M-V/def2-TZVPD
N -4.86 -2.63 -4.02
C -3.61 -3.28 -3.33
C -3.03 -2.47 -2.16
C -1.71 -2.86 -1.67
C -1.55 -2.47 -0.14
C -1.08 -0.97 0.27
N -1.95 0.10 -0.24
C 0.34 -0.66 -0.31
O 0.63 -0.95 -1.41
N 1.49 -0.31 0.54
C 1.57 -0.23 1.90
C 0.65 0.99 2.31
C 1.00 2.14 1.41
C 2.34 2.81 1.42
C 2.80 3.55 0.41
C 1.92 4.00 -0.55
O 2.30 4.83 -1.58
C 0.62 3.59 -0.57
C 0.16 2.60 0.37
C 1.36 -1.49 2.67
O 0.91 -2.51 2.32
O 1.93 -1.25 3.84
H -5.51 -3.17 -4.61
H -4.80 -1.65 -4.23
H -4.05 -4.22 -2.95
H -2.88 -3.72 -4.08
H -3.90 -2.38 -1.51
H -3.02 -1.47 -2.52
H -1.54 -3.96 -1.95
H -0.85 -2.37 -2.18
H -0.86 -3.28 0.30
H -2.58 -2.71 0.39
H -1.15 -0.78 1.33
H -1.52 0.37 -1.05
H -2.88 -0.24 -0.35
H 2.22 -0.08 -0.06
H 2.62 0.02 2.06
H -0.40 0.70 2.36
H 0.96 1.40 3.36
H 2.93 2.21 2.14
H 3.87 3.82 0.45
H 3.25 4.75 -1.65
H -0.09 4.08 -1.25
H -0.87 2.16 0.19
H 1.56 -2.05 4.29
```

Computed properties:
Orbital gap ... 0.3322 hartree
SMILES ... NCCCC[C@H](N)C(=O)N[C@@H](Cc1ccc(O)cc1)C(=O)O
E_HOMO ... -0.31206 Ha
Total charge ... 0
LUMO ... 0.549 eV

=====

1 ends up most stable, edging out the next structure by 2.328 eV.

=====

## 1
The following is a DFT calculation (ωB97M-V/def2-TZVPD) of an isolated ion of composition C4H10 and charge +1.

```
14
C4H10 | the Open Molecules 2025 dataset | ωB97M-V/def2-TZVPD
C -0.15 1.57 -1.17
C 0.01 0.15 -0.66
C -0.11 -0.10 0.81
C 0.24 -1.58 1.08
H -1.12 2.00 -0.76
H -0.16 1.59 -2.24
H 0.73 2.20 -1.01
H 0.99 -0.27 -0.94
H -0.73 -0.50 -1.17
H -1.10 0.08 1.31
H 0.50 0.68 1.33
H -0.68 -2.17 0.96
H 0.63 -1.72 2.12
H 0.95 -1.93 0.35
```

Computed properties:
Orbital gap (spin up / spin down) ... 0.5312 / 0.2347 hartree
E_HOMO (spin up / spin down) ... -0.64272 / -0.63601 Ha
Total charge ... +1
LUMO (spin up / spin down) ... -3.035 / -10.919 eV
2S+1 ... 2

=====

## 2
The following is a DFT calculation (ωB97M-V/def2-TZVPD) of a 2-piece molecular cluster, C4H10 overall.

```
14
C4H10 | the Open Molecules 2025 dataset | ωB97M-V/def2-TZVPD
C -1.67 -0.83 0.36
C -1.80 0.25 -0.72
H -1.31 -1.75 -0.10
H -0.97 -0.61 1.18
H -2.58 -0.95 0.95
H -0.82 0.40 -1.20
H -2.14 1.19 -0.29
H -2.38 -0.11 -1.56
C 1.89 1.04 0.17
C 2.55 -0.17 0.27
H 1.85 1.63 1.09
H 1.78 1.44 -0.83
H 2.41 -1.01 -0.42
H 3.18 -0.52 1.09
```

Computed properties:
Orbital gap (spin up / spin down) ... 0.3041 / 0.1838 hartree
E_HOMO (spin up / spin down) ... -0.54979 / -0.54939 Ha
Total charge ... +1
LUMO (spin up / spin down) ... -6.686 / -9.949 eV
2S+1 ... 2

=====

1 ends up most stable, edging out the next structure by 0.349 eV.